Below is a single C5H10O molecule at a distorted geometry, with properties calculated with ωB97M-V with the def2-TZVPD basis set.

Energy: -7393.9611 eV
Relative energy (zero: lowest compared OMol25 entry of this formula, charge and spin): 18.5 kcal/mol
Frontier orbital gap: 10.538 eV

CARTESIAN COORDINATES (ANGSTROEM)
1 C -1.76 1.05 -1.24
2 C -0.74 -0.10 -0.93
3 C -0.50 -0.20 0.56
4 O -1.37 -0.71 1.27
5 C 0.89 0.12 1.10
6 C 1.93 -0.91 0.75
7 H -1.86 1.20 -2.33
8 H -2.85 0.79 -0.82
9 H -1.43 2.06 -0.71
10 H 0.24 0.10 -1.50
11 H -1.21 -1.09 -1.26
12 H 1.21 1.20 0.79
13 H 0.81 0.18 2.21
14 H 2.97 -0.56 0.94
15 H 1.90 -1.29 -0.26
16 H 1.75 -1.81 1.44